# C46H39IN6S2Ti

A structure of composition C46H39IN6S2Ti (ωB97M-V/def2-TZVPD, OMol25).

Geometry (Å):
Ti (-0.42658, 0.55441, 0.58329)
C (4.61436, -0.36058, -1.39848)
C (4.00085, -1.35593, -0.45135)
C (4.38802, -2.69364, -0.47057)
C (3.77859, -3.57298, 0.40988)
C (2.83133, -3.09450, 1.29629)
C (2.52988, -1.72989, 1.28451)
N (3.09193, -0.88890, 0.40095)
C (1.66886, -1.10578, 2.30986)
C (1.83405, -1.49123, 3.61748)
C (1.45952, -0.62497, 4.65749)
C (1.17750, 0.69237, 4.30818)
C (1.02270, 1.03168, 2.97869)
N (0.94455, 0.04474, 1.99404)
C (1.06426, 2.39578, 2.47382)
C (1.20637, 3.50538, 3.31270)
C (1.35355, 4.74963, 2.75238)
C (1.41436, 4.86307, 1.36789)
C (1.25077, 3.72912, 0.59258)
C (1.39166, 3.82900, -0.89920)
N (1.01925, 2.52177, 1.13008)
H (5.64809, -0.14794, -1.11670)
H (4.62601, -0.74293, -2.42151)
H (4.05090, 0.57015, -1.36584)
H (5.13245, -3.03619, -1.17849)
H (4.02787, -4.62763, 0.39236)
H (2.32618, -3.75741, 1.98713)
H (2.37948, -2.39911, 3.84042)
H (1.57229, -0.91487, 5.69262)
H (1.14211, 1.45476, 5.07394)
H (1.20370, 3.38206, 4.38478)
H (1.45829, 5.62521, 3.38090)
H (1.59770, 5.81645, 0.89057)
H (2.03463, 4.67012, -1.15724)
H (1.83807, 2.91958, -1.29899)
H (0.42901, 3.99353, -1.38326)
C (-4.34227, -1.48660, 3.42344)
N (-2.97249, -1.06931, 3.60590)
C (-2.67153, -0.89986, 5.00573)
C (-1.99797, -1.91431, 2.93023)
C (-2.29488, -2.01770, 1.45209)
C (-3.03963, -3.13099, 1.05447)
C (-3.50772, -3.27790, -0.24026)
C (-3.23627, -2.27759, -1.15971)
C (-2.45547, -1.19711, -0.77563)
C (-1.91682, -1.03107, 0.51327)
H (-4.54886, -2.47840, 3.87128)
H (-4.59405, -1.52750, 2.36481)
H (-5.00201, -0.75781, 3.89779)
H (-2.85178, -1.82134, 5.59269)
H (-3.29310, -0.10424, 5.42324)
H (-1.63075, -0.61818, 5.12785)
H (-1.99655, -2.93501, 3.36588)
H (-1.01193, -1.49076, 3.10031)
H (-3.28481, -3.88307, 1.79822)
H (-4.09671, -4.14400, -0.51729)
H (-3.61387, -2.34329, -2.17414)
H (-2.23763, -0.46193, -1.54720)
S (-4.12093, 4.68216, -1.68934)
C (-4.63535, 6.12447, -2.43803)
C (-3.80512, 6.49810, -3.45121)
C (-2.73028, 5.59196, -3.62582)
C (-2.76474, 4.54759, -2.74111)
C (-1.81770, 3.43420, -2.62663)
C (-1.75178, 2.68643, -1.43314)
N (-0.91870, 1.68127, -1.25253)
C (-0.12482, 1.30795, -2.28402)
C (-0.07269, 2.01499, -3.48965)
C (0.81568, 1.56902, -4.52666)
C (1.49351, 0.40828, -4.40426)
C (1.32833, -0.41543, -3.23959)
C (1.70716, -1.76652, -3.19642)
C (1.30847, -2.56404, -2.14435)
C (0.68064, -1.93161, -1.05288)
N (0.38649, -0.65286, -1.03457)
C (0.59162, 0.07111, -2.15766)
C (1.49728, -4.01583, -2.12038)
C (0.83922, -4.92673, -1.34266)
C (1.28159, -6.25825, -1.55842)
C (2.26498, -6.33508, -2.49527)
S (2.65781, -4.79535, -3.12556)
C (-0.94510, 3.10126, -3.64075)
H (-5.52393, 6.62606, -2.08865)
H (-3.95099, 7.38767, -4.04660)
H (-1.95034, 5.72468, -4.36353)
H (-2.36187, 2.93684, -0.57103)
H (0.89979, 2.16656, -5.42607)
H (2.12691, 0.04953, -5.20660)
H (2.23210, -2.19303, -4.04436)
H (0.39821, -2.48948, -0.17075)
H (0.05122, -4.66339, -0.64900)
H (0.87804, -7.11866, -1.04471)
H (2.77453, -7.21423, -2.85690)
H (-0.94879, 3.65041, -4.57516)
I (-2.27589, 2.14355, 2.03015)

Cartesian forces (eV/Å) of the 6 atoms listed first:
Ti -0.5 0.3 0.9
C 0.0 0.0 0.0
C 0.0 0.0 0.0
C 0.0 0.0 0.0
C 0.0 0.0 0.0
C 0.0 0.0 0.0

Summary:
spin multiplicity	3
E_LUMO (spin up / spin down)	-1.05 / -1.11	eV
<S²>	2.04
energy relative to the best compared isomer or geometry (same formula, charge and spin)	1.743	eV
HOMO level (spin up / spin down)	-5.31 / -6.95	eV

---

# C46H41BN7O9STi

A structure of composition C46H41BN7O9STi (ωB97M-V/def2-TZVPD, OMol25).

Geometry (Å):
Ti (0.64227, -1.11392, -0.20130)
N (-7.02241, -5.22368, 5.96256)
C (-6.26220, -4.96572, 5.14184)
C (-5.31066, -4.64061, 4.11294)
C (-4.04890, -4.16706, 4.46246)
C (-3.13013, -3.86129, 3.47427)
C (-3.49188, -4.01533, 2.14430)
C (-4.74584, -4.48283, 1.78377)
C (-5.65690, -4.80377, 2.77416)
N (-2.54863, -3.68232, 1.12529)
C (-2.28180, -4.39358, -0.02834)
C (-1.29185, -3.72123, -0.66151)
N (-0.94887, -2.60225, 0.07967)
C (-1.73015, -2.62180, 1.14504)
H (-3.78636, -4.05512, 5.50500)
H (-2.13452, -3.52819, 3.73814)
H (-5.01702, -4.57869, 0.74097)
H (-6.64045, -5.16899, 2.51435)
H (-2.78695, -5.31374, -0.26073)
H (-0.78462, -3.97062, -1.57486)
H (-1.74576, -1.87838, 1.92196)
N (-2.07785, 2.49368, -6.03481)
C (-2.24557, 1.19375, -5.74911)
S (-3.00641, 0.15107, -6.75644)
C (-1.65788, 0.74373, -4.44118)
C (-0.60307, 1.40440, -3.82131)
C (-0.09431, 0.91388, -2.63245)
N (-0.57031, -0.18325, -2.03816)
C (-1.60162, -0.80652, -2.62128)
C (-2.16087, -0.38820, -3.81053)
H (-2.47145, 2.84305, -6.89336)
H (-1.75255, 3.16146, -5.35884)
H (-0.12867, 2.27758, -4.24704)
H (0.72267, 1.41473, -2.13255)
H (-1.99459, -1.67344, -2.10882)
H (-2.98414, -0.92774, -4.25632)
C (4.93022, -3.95573, 2.10459)
C (4.50922, -3.53315, 0.82627)
C (3.37215, -2.78932, 0.68455)
C (2.58195, -2.41067, 1.80258)
C (1.38640, -1.62619, 1.67500)
C (0.74433, -1.24229, 2.83410)
C (1.19983, -1.62934, 4.11381)
C (2.30846, -2.41339, 4.23356)
C (3.03053, -2.81742, 3.08451)
C (4.20625, -3.60001, 3.20417)
H (5.83036, -4.54646, 2.20821)
H (5.10171, -3.79194, -0.04290)
H (3.08521, -2.45245, -0.30331)
H (-0.13669, -0.61154, 2.79623)
H (0.66873, -1.29321, 4.99544)
H (2.66607, -2.72173, 5.20869)
H (4.52731, -3.90275, 4.19358)
C (2.37930, -4.09359, -2.96716)
C (1.80028, -2.72515, -2.81407)
C (2.08055, -1.70078, -3.85343)
O (1.09289, -2.48382, -1.83605)
H (2.84608, -4.24296, -3.93686)
H (1.60587, -4.84211, -2.79478)
H (3.12780, -4.22412, -2.17995)
H (3.15401, -1.64919, -4.05300)
H (1.69180, -0.72724, -3.56960)
H (1.61987, -2.03602, -4.78809)
C (-3.29327, 6.36617, -0.03052)
C (-3.22807, 5.83269, 1.40741)
C (-2.10486, 6.55231, 2.16692)
C (-4.55553, 6.14939, 2.09524)
C (-2.93148, 4.33225, 1.37962)
C (-3.77939, 3.39217, 1.96592)
C (-3.51060, 2.02201, 1.95719)
C (-2.35462, 1.62886, 1.33422)
O (-1.82973, 0.35284, 1.17080)
B (-0.63956, 0.53344, 0.47203)
O (-0.42821, 1.87363, 0.19114)
C (-1.50463, 2.54351, 0.74487)
C (-1.75808, 3.89124, 0.75150)
H (-3.52147, 7.43349, -0.02284)
H (-4.07135, 5.85546, -0.60106)
H (-2.34565, 6.23516, -0.55512)
H (-2.29977, 7.62601, 2.19508)
H (-1.13460, 6.40192, 1.69142)
H (-2.03597, 6.19095, 3.19430)
H (-4.72170, 7.22718, 2.07751)
H (-4.55734, 5.83446, 3.14017)
H (-5.39887, 5.67655, 1.58839)
H (-4.68459, 3.72310, 2.45269)
H (-4.18125, 1.31206, 2.42146)
H (-1.06316, 4.58106, 0.29202)
O (2.47771, 1.25418, 0.98065)
C (2.82126, 0.81738, -0.08246)
O (2.13938, -0.11519, -0.76958)
C (4.06050, 1.28276, -0.78467)
C (4.58010, 0.57351, -1.85518)
C (5.74018, 1.01992, -2.45550)
C (6.40670, 2.15458, -2.03946)
C (5.85433, 2.83683, -0.97155)
C (4.70479, 2.42622, -0.32681)
N (6.53553, 4.06638, -0.49941)
O (6.00175, 4.68241, 0.39605)
O (7.57116, 4.36809, -1.04948)
N (6.28454, 0.24703, -3.59251)
O (7.31416, 0.63225, -4.09003)
O (5.65645, -0.73466, -3.94986)
H (4.09736, -0.32016, -2.21104)
H (7.31283, 2.49344, -2.51807)
H (4.31479, 2.98072, 0.51468)

Cartesian forces (eV/Å) of the 6 atoms listed first:
Ti 0.4 -0.6 -0.8
N 0.0 0.0 0.0
C 0.0 0.0 0.0
C 0.0 0.0 0.0
C 0.0 0.0 0.0
C 0.0 0.0 0.0

Summary:
E_LUMO	-3.34	eV
charge	+1
energy relative to the best compared isomer or geometry (same formula, charge and spin)	0.000	eV
HOMO level	-10.51	eV

---

# C46H41ClGeMnN2O4S2

A structure of composition C46H41ClGeMnN2O4S2 (ωB97M-V/def2-TZVPD, OMol25).

Geometry (Å):
Mn (0.41122, -0.62226, -0.40680)
Cl (0.97458, 6.73791, 0.16747)
C (0.68446, 5.02734, 0.30366)
C (0.09616, 4.51645, 1.47007)
C (-0.16471, 3.17628, 1.58835)
C (0.14762, 2.25600, 0.54902)
O (-0.16935, 1.01676, 0.68167)
C (0.80173, 2.79174, -0.59710)
C (1.31797, 1.97344, -1.66136)
O (1.31660, 0.74424, -1.73581)
C (1.04102, 4.17560, -0.70360)
H (-0.15231, 5.19462, 2.27693)
H (-0.61341, 2.77776, 2.49047)
H (1.79116, 2.52604, -2.48747)
H (1.52607, 4.56064, -1.59322)
S (-1.73521, -1.51227, -1.34147)
C (-2.59477, -0.19057, -0.74369)
N (-3.42787, -0.28228, 0.27263)
C (-4.25915, 0.87219, 0.62043)
C (-3.37544, 2.08537, 0.66094)
N (-2.75553, 2.24298, -0.64881)
C (-2.52484, 3.62278, -1.07287)
C (-3.81769, 4.34406, -1.36085)
C (-4.74398, 3.79247, -2.24376)
C (-5.93277, 4.45238, -2.51008)
C (-6.20701, 5.67139, -1.90064)
C (-5.28817, 6.22551, -1.02378)
C (-4.09853, 5.56028, -0.75298)
C (-2.45141, 1.18802, -1.41471)
S (-1.94125, 1.28398, -2.97860)
C (-3.55340, -1.49239, 1.11511)
C (-3.47840, -1.13444, 2.57715)
C (-4.55246, -1.34977, 3.42904)
C (-4.46269, -1.01477, 4.77525)
C (-3.29590, -0.45600, 5.27087)
C (-2.21543, -0.24260, 4.42152)
C (-2.30119, -0.58556, 3.08260)
H (-4.71355, 0.68976, 1.58952)
H (-5.04831, 0.99213, -0.12636)
H (-2.61343, 1.97794, 1.43715)
H (-3.96747, 2.97897, 0.85838)
H (-1.89042, 3.59161, -1.95523)
H (-1.98162, 4.12776, -0.27093)
H (-4.51945, 2.84911, -2.72899)
H (-6.64593, 4.01973, -3.20012)
H (-7.13539, 6.18627, -2.11114)
H (-5.49652, 7.17370, -0.54514)
H (-3.38001, 5.99164, -0.06442)
H (-2.73230, -2.16101, 0.86150)
H (-4.49669, -1.98734, 0.87354)
H (-5.46535, -1.78762, 3.04016)
H (-5.30400, -1.19131, 5.43305)
H (-3.22257, -0.19488, 6.31893)
H (-1.29541, 0.17579, 4.81124)
H (-1.45492, -0.43573, 2.42356)
O (-0.75959, -3.07546, 1.92963)
C (0.41554, -2.96323, 1.61634)
O (0.91764, -1.98726, 0.93159)
C (1.43456, -4.02477, 2.00977)
C (2.89220, -3.68757, 1.69692)
Ge (3.29431, -2.86798, -0.04762)
C (3.68164, -0.93779, 0.02200)
C (4.49984, -0.39398, -0.97155)
C (4.79182, 0.96310, -1.00438)
C (4.27916, 1.80718, -0.02918)
C (3.48240, 1.28418, 0.97954)
C (3.18832, -0.07421, 1.00438)
C (1.98211, -3.17508, -1.47221)
C (1.79449, -2.21578, -2.46879)
C (0.82826, -2.38450, -3.45702)
C (0.04620, -3.52724, -3.47281)
C (0.23216, -4.50026, -2.49817)
C (1.18602, -4.32221, -1.50770)
C (4.97777, -3.66048, -0.68522)
C (6.18929, -3.34839, -0.06582)
C (7.37977, -3.92326, -0.48713)
C (7.37829, -4.82451, -1.54386)
C (6.18478, -5.14402, -2.17367)
C (4.99589, -4.56437, -1.74631)
H (1.12612, -4.94027, 1.50002)
H (1.29159, -4.22763, 3.07303)
H (3.50867, -4.58510, 1.77542)
H (3.28490, -2.98353, 2.43698)
H (4.92699, -1.04280, -1.72921)
H (5.42606, 1.35943, -1.78812)
H (4.50507, 2.86661, -0.04925)
H (3.08361, 1.93535, 1.74855)
H (2.55867, -0.46357, 1.79375)
H (2.39492, -1.31351, -2.47741)
H (0.68230, -1.61289, -4.20246)
H (-0.71283, -3.65722, -4.23342)
H (-0.38036, -5.39342, -2.50192)
H (1.30405, -5.08862, -0.75108)
H (6.20960, -2.63603, 0.75334)
H (8.30947, -3.66649, 0.00561)
H (8.30603, -5.27294, -1.87644)
H (6.17859, -5.84251, -3.00141)
H (4.07130, -4.81682, -2.25501)

Cartesian forces (eV/Å) of the 6 atoms listed first:
Mn -0.1 0.0 0.0
Cl 0.0 0.0 0.0
C 0.0 0.0 0.0
C 0.0 0.0 0.0
C 0.0 0.0 0.0
C 0.0 0.0 0.1

Summary:
spin multiplicity	6
E_LUMO (spin up / spin down)	-0.74 / -0.81	eV
<S²>	8.76
energy relative to the best compared isomer or geometry (same formula, charge and spin)	0.000	eV
HOMO level (spin up / spin down)	-8.15 / -8.21	eV

---

# C46H41N4O7Sn

A structure of composition C46H41N4O7Sn (ωB97M-V/def2-TZVPD, OMol25).

Geometry (Å):
Sn (10.71439, 13.67383, 12.99373)
O (12.68282, 13.51378, 12.64848)
C (13.31466, 12.35711, 12.15210)
C (12.30605, 11.24940, 11.79638)
C (11.25817, 10.60124, 12.75444)
C (10.51423, 9.60044, 12.06316)
C (9.50847, 8.86847, 12.71069)
C (9.20427, 9.24674, 14.03728)
C (10.03580, 10.20845, 14.63443)
C (9.83818, 10.46058, 16.16043)
C (10.88669, 11.40859, 16.70611)
O (10.60124, 12.61216, 17.07982)
C (12.19494, 10.91952, 17.06120)
C (12.97079, 11.62068, 17.97687)
C (13.82923, 10.92400, 18.83827)
C (14.00186, 9.54096, 18.66058)
C (13.45972, 8.90146, 17.57722)
C (12.53398, 9.56622, 16.79945)
C (9.37285, 13.27575, 16.74840)
C (8.97686, 14.26998, 17.63642)
C (7.79937, 14.97467, 17.40154)
C (7.12242, 14.81587, 16.15643)
C (7.56558, 13.85805, 15.24634)
C (8.72130, 13.12051, 15.52040)
N (10.98672, 10.94099, 14.00326)
C (14.29577, 11.68052, 13.16335)
C (14.82310, 10.44331, 12.80484)
C (15.62173, 9.69729, 13.64271)
C (16.09739, 10.26327, 14.80283)
C (15.68379, 11.54367, 15.11914)
C (14.74023, 12.25498, 14.34337)
C (14.19416, 12.83114, 10.99219)
C (14.37364, 12.21269, 9.73491)
C (15.28759, 12.68721, 8.82035)
C (15.99028, 13.84628, 9.07636)
C (15.83047, 14.46675, 10.29201)
C (14.95905, 13.97284, 11.23933)
H (11.71118, 11.60591, 10.91537)
H (12.85574, 10.43272, 11.40083)
H (10.79046, 9.38521, 11.06011)
H (8.94120, 8.12424, 12.13399)
H (8.44493, 8.78935, 14.66803)
H (8.83739, 10.73530, 16.27247)
H (10.09047, 9.51899, 16.66064)
H (12.80077, 12.70018, 18.05927)
H (14.37570, 11.46644, 19.64427)
H (14.73450, 9.00909, 19.26720)
H (13.71203, 7.85871, 17.46236)
H (12.12060, 8.98723, 15.92355)
H (9.51469, 14.42385, 18.56884)
H (7.48519, 15.75530, 18.08838)
H (6.22249, 15.37552, 15.97494)
H (7.10498, 13.72996, 14.23192)
H (9.08141, 12.47803, 14.72626)
H (14.54062, 9.92796, 11.89880)
H (15.90952, 8.68433, 13.42295)
H (16.81541, 9.74011, 15.47812)
H (16.09769, 12.02905, 15.99866)
H (14.53441, 13.27675, 14.66561)
H (13.86807, 11.25107, 9.48092)
H (15.41683, 12.17308, 7.83538)
H (16.69058, 14.21561, 8.37554)
H (16.43925, 15.32526, 10.53986)
H (14.94274, 14.39941, 12.25180)
O (7.33867, 12.34614, 12.28539)
C (7.10585, 13.28550, 11.26660)
C (7.34145, 12.63367, 9.95747)
C (8.81160, 12.28177, 9.72040)
C (9.67606, 13.27665, 9.02834)
C (9.36658, 13.64229, 7.73931)
C (10.25308, 14.43336, 7.04578)
C (11.45175, 14.82828, 7.61726)
C (11.61465, 14.54345, 8.96876)
N (10.74569, 13.79457, 9.66265)
H (6.80434, 11.54209, 12.21156)
H (7.75340, 14.17086, 11.46205)
H (6.07728, 13.69292, 11.38330)
H (7.00865, 13.34857, 9.15585)
H (6.72099, 11.72416, 9.89821)
H (8.94030, 11.45877, 9.00787)
H (9.30735, 11.96277, 10.63128)
H (8.44955, 13.27419, 7.27511)
H (10.01149, 14.64253, 6.00166)
H (12.17634, 15.42270, 7.08319)
H (12.48237, 14.87295, 9.54051)
O (11.71517, 19.30226, 14.76317)
C (11.69729, 19.26214, 13.46314)
O (11.94639, 20.28782, 12.85797)
C (11.23111, 18.03332, 12.81383)
C (10.91811, 17.89698, 11.47257)
N (10.60024, 16.60845, 11.25871)
N (10.59029, 15.91236, 12.36269)
C (10.98331, 16.75013, 13.33266)
C (11.19268, 16.10889, 14.66913)
O (11.32622, 16.75172, 15.67939)
O (11.28896, 14.85087, 14.60963)
H (11.51371, 18.43380, 15.22556)
H (10.99595, 18.67303, 10.73483)
H (10.29469, 16.09791, 10.40787)

Cartesian forces (eV/Å) of the 6 atoms listed first:
Sn -0.1 -0.2 -0.8
O 0.3 -0.5 0.4
C -0.1 -0.3 0.9
C -1.4 1.1 -0.7
C 0.0 -0.4 -1.9
C -0.2 -0.3 1.9

Summary:
E_LUMO	-4.38	eV
charge	+1
energy relative to the best compared isomer or geometry (same formula, charge and spin)	1.539	eV
HOMO level	-10.54	eV

---

| no. | strongest force on any atom (eV/Å) |
| --- | --- |
| 1 | 1.08 |
| 2 | 1.08 |
| 3 | 0.23 |
| 4 | 3.03 |